Entry from OMol25: a molecular structure, C18H24F2NO22PdS2 at a distorted geometry (wB97M-V/def2-TZVPD).

Geometry as XYZ:
```
70
Properties=species:S:1:pos:R:3:mulliken_spin:R:1
Pd -19.18 -19.60 -7.06 1.67
N -19.52 -17.61 -6.66 0.10
S -19.01 -16.58 -5.66 0.00
O -19.81 -16.44 -4.48 0.01
O -18.23 -15.41 -6.13 0.02
F -17.88 -17.59 -5.01 0.00
S -20.49 -16.43 -7.44 0.00
O -19.83 -15.71 -8.51 0.00
O -21.44 -15.61 -6.66 0.01
F -21.39 -17.56 -8.09 0.00
C -22.47 -23.23 -10.00 0.00
C -23.44 -23.03 -8.94 0.00
O -22.99 -21.95 -8.19 0.00
C -21.71 -21.59 -8.57 0.00
O -21.06 -20.68 -8.01 0.01
O -21.32 -22.41 -9.59 0.00
H -22.75 -22.94 -11.01 0.00
H -22.20 -24.28 -10.01 0.00
H -23.58 -23.99 -8.43 0.00
H -24.43 -22.77 -9.31 0.00
C -13.64 -18.63 -7.53 0.00
C -13.86 -18.11 -8.93 0.00
O -15.22 -18.28 -9.09 0.00
C -15.78 -18.77 -7.97 0.01
O -16.98 -19.09 -7.87 0.01
O -14.86 -19.06 -7.09 0.00
H -13.24 -17.89 -6.83 0.00
H -12.99 -19.50 -7.52 0.00
H -13.24 -18.61 -9.68 0.00
H -13.50 -17.09 -8.99 0.00
C -15.33 -21.84 -3.55 0.00
C -16.39 -21.78 -2.47 0.00
O -17.49 -21.30 -3.07 0.00
C -17.23 -20.98 -4.39 0.00
O -17.97 -20.55 -5.22 -0.01
O -16.00 -21.38 -4.69 0.00
H -15.17 -22.91 -3.69 0.00
H -14.49 -21.35 -3.06 0.00
H -16.04 -21.05 -1.75 0.00
H -16.57 -22.82 -2.18 0.00
C -23.75 -20.20 -3.61 0.00
C -23.84 -18.89 -4.51 0.00
O -22.71 -19.08 -5.33 0.00
C -21.76 -19.65 -4.66 0.01
O -20.66 -19.87 -5.16 0.05
O -22.29 -20.18 -3.54 0.00
H -24.11 -21.15 -4.01 0.00
H -24.25 -20.03 -2.66 0.00
H -23.81 -17.99 -3.91 0.00
H -24.76 -18.98 -5.08 0.00
C -17.19 -24.37 -8.82 0.00
C -17.24 -24.72 -7.34 0.00
O -18.09 -23.73 -6.95 0.00
C -17.97 -22.63 -7.82 0.00
O -18.39 -21.50 -7.58 0.03
O -17.42 -22.98 -8.93 0.00
H -17.76 -24.92 -9.57 0.00
H -16.15 -24.64 -8.99 0.00
H -16.23 -24.68 -6.95 0.00
H -17.79 -25.64 -7.13 0.00
C -18.12 -17.50 -12.15 0.00
C -19.61 -17.08 -12.16 0.00
O -20.13 -17.52 -10.95 0.00
C -19.24 -18.20 -10.27 0.02
O -19.44 -19.05 -9.41 0.05
O -18.03 -18.11 -10.90 0.00
H -17.61 -16.54 -12.15 0.00
H -17.71 -18.18 -12.90 0.00
H -20.11 -17.47 -13.04 0.00
H -19.66 -15.99 -12.09 0.00
```

total charge	+1
energy above the lowest of the compared OMol25 structures with the same formula, charge and spin	0.0000	eV
orbital gap (alpha / beta)	9.92 / 7.46	eV
multiplicity	3
HOMO energy (alpha / beta)	-11.87 / -11.79	eV
total energy	-96163.045	eV
F_max	9.50	eV/A
<S²>	2.003